Record 1
ORCA calculation (the ωB97M-V functional and the def2-TZVPD basis) on a 2-piece molecular cluster, C5H4BrNOS overall.

The orbital gap (spin up / spin down) comes out at 7.641 / 8.468 eV. The calculation puts the HOMO energy (spin up / spin down) at -8.88 / -8.94 eV. For the energy above the lowest of the compared OMol25 structures with the same formula, charge and spin, the calculation gives 2.310 eV.

Each line ends with the natural charge from an NBO analysis.
Element x y z (Å)
C1 0.00 1.24 0.99  -0.1494
C2 -0.42 0.51 -0.21  -0.2635
C3 1.13 0.77 1.69  -0.3530
C4 0.48 -0.49 -0.67  0.0408
C5 1.85 -0.22 1.08  0.3045
N1 1.57 -0.78 -0.05  -0.4563
O1 2.07 -3.46 3.04  -0.7812
S1 3.21 -2.98 2.30  0.9568
Br1 3.39 -4.21 0.47  -0.1698
H1 -0.61 2.14 1.18  0.2256
H2 -1.28 0.81 -0.76  0.2218
H3 1.36 1.30 2.56  0.2269
H4 0.05 -1.25 -1.38  0.1969


Record 2
ORCA calculation (the ωB97M-V functional and the def2-TZVPD basis) on an isolated molecule of C5H4Cl2.

The orbital gap comes out at 9.388 eV. The calculation puts the HOMO energy at -9.24 eV. For the energy above the lowest of the compared OMol25 structures with the same formula, charge and spin, the calculation gives 0.000 eV. Its structure (SMILES) is ClC1(Cl)C=CC=C1.

Each line ends with the natural charge from an NBO analysis.
Element x y z (Å)
C1 0.13 -0.86 -0.59  -0.0895
C2 0.05 -0.76 0.92  -0.2149
C3 -0.10 0.52 1.25  -0.2007
C4 -0.15 1.35 0.03  -0.2025
C5 -0.02 0.58 -1.04  -0.2120
H1 0.09 -1.65 1.54  0.2353
H2 -0.20 0.93 2.26  0.2258
H3 -0.30 2.44 0.03  0.2264
H4 0.01 0.86 -2.08  0.2332
Cl1 1.70 -1.54 -1.11  -0.0021
Cl2 -1.20 -1.87 -1.23  0.0010


Record 3
ORCA calculation (the ωB97M-V functional and the def2-TZVPD basis) on an isolated molecule of C5H4Cl2N2O3.

The orbital gap (spin up / spin down) comes out at 7.855 / 7.156 eV. The calculation puts the HOMO energy (spin up / spin down) at -9.01 / -8.87 eV. For the energy above the lowest of the compared OMol25 structures with the same formula, charge and spin, the calculation gives 2.912 eV.

Each line ends with the natural charge from an NBO analysis.
Element x y z (Å)
C1 4.45 -0.80 0.61  0.4719
C2 1.02 -0.66 -0.32  0.7183
C3 1.66 -1.92 -0.66  -0.1639
C4 4.94 0.30 -0.13  -0.0911
C5 -0.86 0.47 0.48  -0.2711
N1 3.95 -1.63 -0.36  -0.1573
N2 2.87 -2.11 -0.50  0.0527
O1 4.37 -0.98 1.77  -0.5178
O2 1.58 0.46 -0.33  -0.6170
O3 -0.27 -0.74 0.07  -0.4956
Cl1 4.83 0.40 -1.82  0.1377
Cl2 5.26 1.69 0.85  0.1021
H1 0.97 -2.74 -0.74  0.2201
H2 -0.23 0.91 1.20  0.1959
H3 -1.88 0.30 0.99  0.2093
H4 -0.75 1.13 -0.44  0.2058


Record 4
ORCA calculation (the ωB97M-V functional and the def2-TZVPD basis) on an isolated molecule of C5H4ClIO.

The orbital gap comes out at 9.442 eV. The calculation puts the HOMO energy at -9.18 eV. For the energy above the lowest of the compared OMol25 structures with the same formula, charge and spin, the calculation gives 0.000 eV. Its structure (SMILES) is Cl[C@@H]1C=COC(I)=C1.

Each line ends with the natural charge from an NBO analysis.
Element x y z (Å)
C1 0.83 0.60 0.58  -0.1670
C2 1.16 -0.51 -0.34  -0.2960
C3 -0.65 0.72 0.74  -0.3426
C4 0.22 -1.16 -1.03  0.1494
C5 -1.49 -0.09 0.08  0.2009
O1 -1.12 -0.98 -0.86  -0.4823
Cl1 1.70 2.15 -0.15  -0.1577
I1 -3.58 -0.01 0.22  0.1834
H1 1.32 0.53 1.55  0.2267
H2 2.20 -0.74 -0.50  0.2362
H3 -1.04 1.41 1.47  0.2407
H4 0.43 -1.92 -1.76  0.2083


Record 5
ORCA calculation (the ωB97M-V functional and the def2-TZVPD basis) on a 2-piece molecular cluster, C5H4ClN3 overall.

The orbital gap (spin up / spin down) comes out at 5.628 / 6.503 eV. The calculation puts the HOMO energy (spin up / spin down) at -7.72 / -8.16 eV. For the energy above the lowest of the compared OMol25 structures with the same formula, charge and spin, the calculation gives 4.099 eV.

Each line ends with the natural charge from an NBO analysis.
Element x y z (Å)
C1 -0.29 -1.68 -0.64  0.2539
C2 -2.14 -0.90 0.40  0.2615
C3 -0.43 1.53 -0.14  0.4147
C4 1.87 0.87 0.03  -0.4605
C5 -0.86 -1.38 0.62  -0.6388
N1 0.11 -1.93 -1.70  -0.3874
N2 -3.11 -0.33 0.15  -0.4278
N3 0.73 1.45 -0.48  -0.3088
Cl1 -1.87 2.29 -0.10  0.2974
H1 2.42 0.47 -0.84  0.2462
H2 1.73 -0.09 0.77  0.2501
H3 2.49 1.72 0.48  0.2387
H4 -0.65 -2.04 1.45  0.2606


Record 6
ORCA calculation (the ωB97M-V functional and the def2-TZVPD basis) on C5H4ClO2 as an isolated structure.

The orbital gap comes out at 4.935 eV. The charge is -1. The calculation puts the HOMO energy at -1.47 eV. For the energy above the lowest of the compared OMol25 structures with the same formula, charge and spin, the calculation gives 1.467 eV.

Each line ends with the natural charge from an NBO analysis.
Element x y z (Å)
C1 0.86 1.21 -0.47  -0.1714
C2 1.37 0.65 0.69  -0.5094
C3 -2.54 -0.33 0.19  1.0334
C4 0.29 0.04 -0.98  -0.5721
C5 0.77 -0.67 0.27  -0.2057
O1 -2.91 -0.90 -0.75  -0.5482
O2 -2.35 0.22 1.19  -0.5409
Cl1 1.95 -2.02 0.04  -0.1766
H1 0.86 2.24 -0.83  0.1662
H2 1.50 1.03 1.70  0.1650
H3 0.20 -0.36 -1.98  0.1795
H4 0.00 -1.11 0.92  0.1804


Record 7
ORCA calculation (the ωB97M-V functional and the def2-TZVPD basis) on C5H4CrLiO7 as an isolated structure.

The orbital gap (spin up / spin down) comes out at 6.508 / 6.659 eV. The charge is +1. As for the spin multiplicity: 5. The calculation puts the HOMO energy (spin up / spin down) at -13.03 / -13.17 eV.

Each line ends with the natural charge from an NBO analysis.
Element x y z (Å)
O1 -2.06 -1.17 0.52  -0.7391
C1 -2.26 -0.58 -0.59  0.6337
O2 -3.01 0.35 -0.89  -0.6532
O3 -0.10 0.92 -1.32  -0.5724
O4 0.97 1.87 0.44  -0.4034
C2 1.59 1.40 1.62  -0.1111
C3 1.92 -0.05 1.27  -0.1062
O5 0.85 -0.41 0.40  -0.6402
C4 0.16 0.89 -0.09  1.0046
H1 2.48 2.00 1.81  0.2527
H2 0.90 1.47 2.47  0.2152
H3 1.96 -0.70 2.16  0.2227
H4 2.87 -0.14 0.73  0.2248
Cr1 -0.27 -1.99 0.31  1.4833
Li1 -1.69 0.96 -2.37  0.9455
O6 -0.82 -2.36 -1.56  -0.7582
O7 -1.87 -1.03 -3.02  -0.6602
C5 -1.61 -1.43 -1.88  0.6615


Record 8
ORCA calculation (the ωB97M-V functional and the def2-TZVPD basis) on a 2-piece molecular cluster, C5H4F2 overall.

The orbital gap (spin up / spin down) comes out at 6.280 / 8.159 eV. The calculation puts the HOMO energy (spin up / spin down) at -8.67 / -10.25 eV. For the energy above the lowest of the compared OMol25 structures with the same formula, charge and spin, the calculation gives 5.260 eV.

Each line ends with the natural charge from an NBO analysis.
Element x y z (Å)
C1 0.03 -1.21 -2.22  -0.0322
C2 0.48 -0.55 -1.33  -0.1409
C3 -0.56 -0.35 1.71  -0.1973
C4 0.33 0.42 1.05  -0.3309
C5 0.75 0.41 -0.32  0.6381
F1 1.51 1.31 -0.83  -0.2350
F2 -1.25 1.75 -0.91  -0.6240
H1 -0.07 -1.88 -3.03  0.2390
H2 -0.81 0.15 2.71  0.2140
H3 -1.03 -1.32 1.50  0.2212
H4 0.60 1.28 1.66  0.2480


Record 9
ORCA calculation (the ωB97M-V functional and the def2-TZVPD basis) on a 2-piece molecular cluster, C5H4F2O2 overall.

The orbital gap comes out at 10.897 eV. The calculation puts the HOMO energy at -10.26 eV. For the energy above the lowest of the compared OMol25 structures with the same formula, charge and spin, the calculation gives 0.786 eV. Its structure (SMILES) is F[C@H]1[C@@H]2C[C@]12F.O=C=O.

Each line ends with the natural charge from an NBO analysis.
Element x y z (Å)
C1 -2.88 0.00 -0.42  1.0232
C2 1.05 -1.15 0.30  -0.4144
C3 1.65 0.22 0.26  -0.2845
C4 0.53 0.78 -0.60  0.1976
C5 0.27 0.07 0.66  0.3031
O1 -3.66 0.82 -0.44  -0.4989
O2 -2.11 -0.83 -0.57  -0.5239
F1 0.34 2.10 -0.65  -0.3182
F2 -0.49 0.26 1.83  -0.3182
H1 0.92 -1.62 -0.63  0.2017
H2 1.52 -1.68 1.15  0.2315
H3 2.53 0.76 0.61  0.2481
H4 0.33 0.26 -1.49  0.1529


Record 10
ORCA calculation (the ωB97M-V functional and the def2-TZVPD basis) on a 2-piece molecular cluster, C5H4F6N2O overall.

The orbital gap (spin up / spin down) comes out at 8.348 / 8.347 eV. The calculation puts the HOMO energy (spin up / spin down) at -8.39 / -8.39 eV. For the energy above the lowest of the compared OMol25 structures with the same formula, charge and spin, the calculation gives 0.954 eV.

Each line ends with the natural charge from an NBO analysis.
Element x y z (Å)
C1 1.43 -0.74 2.29  0.8613
C2 0.19 0.81 -1.71  -0.1895
C3 1.93 0.17 -0.24  -0.2619
C4 2.28 1.58 0.09  0.9549
C5 2.95 -1.05 -0.10  0.9770
N1 0.32 -0.28 2.35  -0.7849
N2 1.00 -0.07 -1.20  -0.3613
O1 2.40 -1.37 2.31  -0.5040
F1 3.31 1.58 0.94  -0.3030
F2 2.49 2.41 -1.02  -0.3386
F3 1.24 2.16 0.84  -0.3600
F4 2.19 -2.14 0.20  -0.3472
F5 3.35 -1.31 -1.39  -0.3589
F6 4.01 -1.05 0.64  -0.2720
H1 -0.68 0.38 -2.25  0.2003
H2 0.41 1.85 -1.73  0.2219
H3 0.22 0.71 2.59  0.4195
H4 0.93 -1.09 -1.33  0.4464